Record 1
DFT (ωB97M-V/def2-TZVPD) results for 2 unconnected molecules or ions with the total composition C4H6N3O5.

Structure (ORCA input):
```
! RIJCOSX wB97M-V def2-TZVPD def2/J DEFGRID3
* xyz -1 3
C -1.227 1.067 0.185
C 2.093 1.329 -0.058
C -2.681 0.603 0.418
C 1.069 0.106 0.089
N 0.440 -1.417 -1.924
N -0.251 0.212 0.519
N 1.758 -1.115 0.517
O 2.292 1.605 1.118
O 2.950 -1.243 0.330
O -1.048 2.181 -0.268
O 2.529 1.743 -1.089
O 1.031 -1.984 1.092
H -2.807 -0.340 1.078
H -3.150 0.322 -0.544
H -3.326 1.499 0.888
H -0.290 -1.885 -1.271
H 1.215 -1.990 -1.968
H -0.597 -0.693 0.887
*
```

## Properties
⟨S²⟩ = 2.01
HOMO energy (alpha / beta) = -3.876 / -5.365 eV
LUMO level (alpha / beta) = 3.177 / 1.626 eV
Frontier orbital gap (alpha / beta) = 7.05 / 6.99 eV


Record 2
DFT (ωB97M-V/def2-TZVPD) results for C4H6N4 in the gas phase.

Structure (ORCA input):
```
! RIJCOSX wB97M-V def2-TZVPD def2/J DEFGRID3
* xyz 0 1
C -1.023 0.830 -0.075
N -2.355 0.679 0.011
N -2.765 -0.717 0.034
N -1.637 -1.301 0.005
C -0.495 -0.547 -0.277
C 0.963 -0.771 -0.184
C 1.739 -0.058 0.747
N 1.736 0.176 -0.742
H -0.599 1.782 -0.194
H -3.235 1.312 -0.396
H 1.045 -1.930 -0.371
H 1.364 0.994 1.310
H 2.650 -0.481 1.346
H 2.612 0.034 -1.213
*
```

## Properties
HOMO energy = -8.997 eV
LUMO level = 0.925 eV
SMILES = c1[nH]nnc1[C@@H]1CN1
Energy relative to the best compared isomer or geometry (same formula, charge and spin) = 5.097 eV
Frontier orbital gap = 9.92 eV


Record 3
DFT (ωB97M-V/def2-TZVPD) results for C4H6N4 in the gas phase.

Structure (ORCA input):
```
! RIJCOSX wB97M-V def2-TZVPD def2/J DEFGRID3
* xyz 0 1
H 1.736 -1.825 -0.039
N 2.294 -0.986 0.115
C 1.617 0.078 0.148
N 0.245 0.257 -0.062
C -0.147 1.674 -0.042
C -0.720 -0.865 -0.063
C -2.096 -0.550 -0.109
N -3.156 -0.251 0.291
N -0.193 -2.055 0.021
H -0.921 -2.690 -0.310
H 2.266 1.068 0.447
H -1.090 1.588 -0.637
H -0.401 2.236 0.858
H 0.565 2.321 -0.617
*
```

## Properties
HOMO energy = -9.547 eV
LUMO level = -0.544 eV
SMILES = [H]/N=C\N(C)/C(C#N)=N/[H]
Energy relative to the best compared isomer or geometry (same formula, charge and spin) = 2.736 eV
Frontier orbital gap = 9.00 eV


Record 4
DFT (ωB97M-V/def2-TZVPD) results for a molecular structure, C4H6N4.

Structure (ORCA input):
```
! RIJCOSX wB97M-V def2-TZVPD def2/J DEFGRID3
* xyz 0 1
C 0.698 -1.315 -0.908
C 0.560 0.160 -1.224
C -0.759 0.119 1.816
C -0.525 -0.511 0.527
H 0.035 -2.083 -1.702
H 1.727 -1.791 -0.904
H 1.390 0.692 -0.691
H 0.130 0.395 -2.091
H -0.968 2.565 0.114
H -0.869 -0.361 2.825
N -0.647 0.487 -0.330
N -0.272 1.741 0.427
N -0.660 1.453 1.787
N 0.160 -1.551 0.353
*
```

## Properties
HOMO energy = -8.743 eV
LUMO level = 0.563 eV
Energy relative to the best compared isomer or geometry (same formula, charge and spin) = 4.812 eV
Frontier orbital gap = 9.31 eV


Record 5
DFT (ωB97M-V/def2-TZVPD) results for C4H6N4 in the gas phase.

Structure (ORCA input):
```
! RIJCOSX wB97M-V def2-TZVPD def2/J DEFGRID3
* xyz 0 1
H 2.646 2.252 -0.612
N 2.260 1.344 -0.552
C 1.276 1.338 0.259
N 0.490 0.140 0.463
C 0.608 -1.073 -0.275
C -0.556 -1.469 -0.818
N -1.774 -0.858 -0.667
C -1.803 -0.048 0.331
N -0.706 0.301 1.093
H 0.710 2.208 0.643
H 1.552 -1.490 -0.533
H -0.572 -2.343 -1.499
H -2.695 0.445 0.630
H -0.683 -0.055 2.034
*
```

## Properties
HOMO energy = -8.209 eV
LUMO level = 0.719 eV
SMILES = [H]/N=C/N1C=CN=CN1
Energy relative to the best compared isomer or geometry (same formula, charge and spin) = 2.786 eV
Frontier orbital gap = 8.93 eV


Record 6
DFT (ωB97M-V/def2-TZVPD) results for C4H6N4 in the gas phase.

Structure (ORCA input):
```
! RIJCOSX wB97M-V def2-TZVPD def2/J DEFGRID3
* xyz 0 1
C -0.348 -0.958 -1.269
C -1.348 -0.960 -0.328
N -1.715 -0.301 0.815
N -0.837 0.470 1.481
C 0.470 0.724 1.434
N 1.355 0.798 0.362
N 1.481 0.612 -0.968
C 0.873 -0.424 -1.537
H -0.800 -1.596 -2.209
H -2.282 -1.375 -0.775
H -1.324 0.677 2.384
H 0.876 0.935 2.591
H 2.457 0.516 -1.092
H 1.202 -0.502 -2.533
*
```

## Properties
HOMO energy = -8.224 eV
LUMO level = 0.637 eV
SMILES = c1cn[nH]cn[nH]c1
Energy relative to the best compared isomer or geometry (same formula, charge and spin) = 5.510 eV
Frontier orbital gap = 8.86 eV


| no. | maximum force (eV Å⁻¹) |
| --- | --- |
| 1 | 4.30 |
| 2 | 8.36 |
| 3 | 5.62 |
| 4 | 6.43 |
| 5 | 3.10 |
| 6 | 6.15 |